Molecular formula: C7H8ClN2S
Method: DFT, ωB97M-V with the def2-TZVPD basis set

Summary:
* max |F|: 0.0951 hartree/bohr
* E: -33716.130 eV
* lowest unoccupied orbital energy (spin up / spin down): -5.6 / -5.6 eV
* M: 187.68 g/mol
* energy relative to the best compared isomer or geometry (same formula, charge and spin): 56.66 kcal/mol
* HOMO-LUMO gap (spin up / spin down): 7.54 / 7.54 eV

Structure (ORCA input):
```
! wB97M-V def2-TZVPD RIJCOSX def2/J DEFGRID3
* xyz 1 1
C 1.4087 -1.0602 -0.3369
C -2.0864 -0.4910 0.9572
C 0.7495 -0.1077 -1.1477
C -0.5901 0.6386 2.4020
C -0.5813 0.3810 -0.9278
C 0.6471 0.1270 2.2188
C 1.3428 0.3568 -2.4665
N -1.6931 -0.0471 2.1048
N -1.6385 -0.1245 -0.2775
S 1.4858 -1.0907 1.3484
Cl -0.8157 1.7750 3.6630
H 2.2130 -1.6166 -0.7489
H -2.9317 -1.2645 1.0632
H -0.9368 1.0928 -1.5323
H 1.4281 0.3840 2.9496
H 2.4519 0.5726 -2.5857
H 0.7136 1.1405 -2.7991
H 1.3268 -0.5717 -3.0489
H -2.4938 -0.0941 -0.8357
*
```

---

Molecular formula: C28H81N5O10
Method: DFT, ωB97M-V with the def2-TZVPD basis set

Summary:
* max |F|: 0.0821 hartree/bohr
* E: -58259.450 eV
* lowest unoccupied orbital energy (spin up / spin down): -2.7 / -8.6 eV
* M: 647.98 g/mol
* HOMO-LUMO gap (spin up / spin down): 7.91 / 1.99 eV

Structure (ORCA input):
```
! wB97M-V def2-TZVPD RIJCOSX def2/J DEFGRID3
* xyz 1 2
O -3.2974 3.4075 3.1480
H -2.4250 3.1942 3.4792
H -3.1632 4.1793 2.5979
C 1.5869 2.2035 1.5865
C 0.3471 2.0213 0.7215
C 0.2051 0.6652 -0.0777
O 1.2804 0.6272 -1.0793
C 1.2086 -0.5010 -2.0153
N -0.7048 2.1180 1.7558
H 1.8475 1.3621 2.2285
H 1.4810 3.1223 2.1634
H 2.4905 2.3333 0.9908
H 0.2930 2.8254 -0.0124
H -0.7899 0.5740 -0.5134
H 0.2862 -0.1825 0.6027
H 2.1567 -0.5509 -2.5507
H 0.3853 -0.5446 -2.7282
H 1.1307 -1.4888 -1.5611
H -0.7703 1.2417 2.2538
H -0.3693 2.7669 2.4533
C -1.0760 -3.0004 0.7964
C -1.0564 -3.8025 -0.5194
C -0.8935 -5.3052 -0.3573
O -1.9153 -5.8725 0.4340
C -1.8650 -7.2334 0.5771
N -2.2593 -3.5038 -1.2694
H -1.9957 -3.2290 1.3350
H -1.1928 -1.9568 0.5042
H -0.2955 -3.1009 1.5506
H -0.2098 -3.4324 -1.0978
H 0.0798 -5.5210 0.0834
H -1.0641 -5.8220 -1.3017
H -2.7165 -7.5824 1.1613
H -0.8907 -7.3808 1.0430
H -1.8433 -7.7328 -0.3915
H -3.0788 -3.4042 -0.6874
H -2.5817 -4.2936 -1.8100
C 0.6927 -4.6034 -6.8916
C -0.0082 -4.1583 -5.6431
C 0.5225 -4.9783 -4.4649
O 0.3773 -6.3908 -4.6752
C 0.0799 -7.0983 -3.5096
N 0.2139 -2.7743 -5.4689
H 0.4648 -5.6434 -7.1248
H 1.7663 -4.4384 -6.8010
H 0.2998 -3.9604 -7.6792
H -1.0527 -4.4327 -5.7910
H -0.0246 -4.7051 -3.5626
H 1.5739 -4.7630 -4.2749
H 0.8373 -7.0678 -2.7263
H 0.1896 -8.1653 -3.7030
H -0.9507 -6.9498 -3.1871
H -0.4007 -2.3987 -4.7609
H -0.2241 -2.2924 -6.2410
C -5.0571 -1.7717 -5.6072
C -4.6238 -0.6605 -4.6074
C -3.3959 -1.0411 -3.7599
O -2.7595 0.0233 -3.0929
C -3.3642 0.4980 -1.9284
N -4.2967 0.4413 -5.4878
H -5.3901 -2.6629 -5.0752
H -4.1692 -2.1075 -6.1427
H -5.7964 -1.4234 -6.3284
H -5.3647 -0.1492 -3.9928
H -2.5894 -1.4417 -4.3741
H -3.6706 -1.8236 -3.0525
H -3.4559 1.5775 -1.8086
H -2.8512 0.1002 -1.0527
H -4.3987 0.1555 -1.9526
H -3.6493 0.0531 -6.1589
H -3.8901 1.1821 -4.9346
C -0.6390 0.1737 4.6675
C -1.2017 1.0307 5.8482
C -0.6897 2.4245 5.8025
O -0.8742 3.0833 4.5074
C -0.3544 4.3995 4.5613
N -2.6177 0.9071 5.8601
H 0.4459 0.2123 4.5699
H -1.1486 0.4634 3.7485
H -1.0355 -0.8416 4.6571
H -0.8670 0.5456 6.7651
H 0.3580 2.2664 6.0585
H -1.1054 3.0741 6.5727
H -0.9995 5.2415 4.8123
H 0.1766 4.6142 3.6339
H 0.4425 4.3633 5.3041
H -3.0526 1.5431 5.2071
H -2.8596 -0.0364 5.5930
C 4.3069 2.2194 4.3039
C 5.8863 2.4472 4.2580
O 6.5225 2.0992 5.4839
H 4.1660 1.3604 4.9600
H 3.8846 1.9372 3.3394
H 3.7485 3.0320 4.7685
H 6.1092 3.4700 3.9543
H 6.3462 1.7215 3.5871
H 7.3016 2.6479 5.6007
C 3.1514 5.5300 0.5530
C 2.6931 6.3173 1.7877
O 1.3360 6.6513 1.6048
H 2.4280 4.7389 0.3555
H 4.0392 4.9644 0.8355
H 3.3841 5.9693 -0.4171
H 3.2823 7.2337 1.7551
H 2.9363 5.7936 2.7123
H 1.3602 7.2471 0.8525
C -0.1430 5.2319 -1.7101
C -1.3402 4.8624 -0.8608
O -1.2930 5.4615 0.3735
H 0.7990 4.7291 -1.4911
H -0.0803 6.3180 -1.7773
H -0.3482 4.8066 -2.6925
H -1.5859 3.8043 -0.7703
H -2.2281 5.3261 -1.2908
H -0.4293 5.4426 0.7921
C 4.5703 -0.4189 0.8453
C 3.4653 -1.2369 1.5254
O 3.8951 -1.2134 2.8485
H 5.5813 -0.7749 1.0436
H 4.5345 0.6498 1.0569
H 4.4847 -0.4492 -0.2409
H 3.3780 -2.2885 1.2522
H 2.5138 -0.7059 1.4987
H 3.4061 -1.7195 3.5015
*
```

---

Molecular formula: CH3FN2O
Method: DFT, ωB97M-V with the def2-TZVPD basis set

Summary:
* max |F|: 0.0867 hartree/bohr
* E: -8828.495 eV
* lowest unoccupied orbital energy: 0.9 eV
* SMILES string: NC(=O)NF
* M: 78.05 g/mol
* energy relative to the best compared isomer or geometry (same formula, charge and spin): 40.91 kcal/mol
* HOMO-LUMO gap: 11.25 eV

Structure (ORCA input):
```
! wB97M-V def2-TZVPD RIJCOSX def2/J DEFGRID3
* xyz 0 1
N -0.8515 -1.0694 0.0870
C 0.3008 -0.1547 0.2709
O 1.0062 -0.2149 1.1927
N 0.4547 0.8276 -0.6692
F 1.0879 1.8765 -0.0452
H -1.7284 -0.6059 -0.0949
H -0.9373 -1.4757 0.9439
H 0.6676 0.8164 -1.6853
*
```

---

Molecular formula: C9H29AgN3O6
Method: DFT, ωB97M-V with the def2-TZVPD basis set

Summary:
* max |F|: 0.1063 hartree/bohr
* E: -30552.438 eV
* lowest unoccupied orbital energy: 2.0 eV
* M: 383.21 g/mol
* energy relative to the best compared isomer or geometry (same formula, charge and spin): 39.85 kcal/mol
* HOMO-LUMO gap: 5.42 eV

Structure (ORCA input):
```
! wB97M-V def2-TZVPD RIJCOSX def2/J DEFGRID3
* xyz -1 1
Ag -1.1376 0.4571 -1.0481
O -0.5264 3.6510 -1.9147
H 0.4293 3.7688 -2.0796
O -3.7858 1.2775 -2.5846
H -4.0690 0.4193 -2.9559
C 4.9864 1.7591 -0.3086
C 3.8250 2.6570 -0.1313
O 2.8474 1.9585 -0.8449
H 4.9026 0.8113 0.2230
H 5.9258 2.2373 -0.0314
H 5.1735 1.4361 -1.3327
H 4.0212 3.6730 -0.4737
H 3.5866 2.7605 0.9273
H 2.1032 2.5051 -1.1076
C 2.9476 -0.1932 -5.0384
C 1.5572 -0.6347 -5.5132
O 0.6506 -0.0906 -4.6020
H 3.1499 0.8624 -5.2197
H 3.6574 -0.5530 -5.7833
H 3.0969 -0.3608 -3.9717
H 1.4361 -1.7107 -5.6384
H 1.3630 -0.0334 -6.4014
H 0.3060 0.7073 -5.0097
C -3.7497 -2.7493 0.2060
O -2.7943 -2.6519 -0.5052
N -4.0813 -3.6403 1.1003
N -4.6284 -1.7040 0.2027
H -3.3909 -4.3770 1.1250
H -5.0573 -3.8685 0.9758
H -4.6179 -1.0396 -0.5580
H -5.2764 -1.6000 0.9704
C -0.0170 -2.0790 4.4674
C -0.0450 -1.0514 3.3182
C -1.2696 -0.1104 3.5372
O -1.2602 0.9448 2.6055
C -2.5259 1.6489 2.6709
N 1.2807 -0.3704 3.1327
H 0.0850 -1.6365 5.4583
H 0.8995 -2.6344 4.2681
H -0.8900 -2.7291 4.4087
H -0.1131 -1.5975 2.3774
H -1.2788 0.2088 4.5794
H -2.1340 -0.7655 3.4288
H -2.5728 2.3679 1.8530
H -2.6446 2.1244 3.6445
H -3.3579 0.9705 2.4822
H 1.9421 -1.0782 2.8466
H 1.0514 0.0527 2.2447
*
```

---

Molecular formula: C2H3N2PS
Method: DFT, ωB97M-V with the def2-TZVPD basis set

Summary:
* max |F|: 0.1011 hartree/bohr
* E: -25225.382 eV
* lowest unoccupied orbital energy: 0.4 eV
* SMILES string: Pc1ncsn1
* M: 118.10 g/mol
* energy relative to the best compared isomer or geometry (same formula, charge and spin): 9.56 kcal/mol
* HOMO-LUMO gap: 9.47 eV

Structure (ORCA input):
```
! wB97M-V def2-TZVPD RIJCOSX def2/J DEFGRID3
* xyz 0 1
P -1.2941 -0.9385 1.4995
C -0.0780 -0.3790 0.3074
N 0.2010 0.9587 0.1514
C 1.0577 1.1370 -0.8019
S 1.7131 -0.3249 -1.4144
N 0.7809 -1.2381 -0.4227
H -1.7399 -1.6167 0.3547
H -1.9673 0.3046 1.5561
H 1.3266 2.0969 -1.2302
*
```